86
Properties=species:S:1:pos:R:3:forces:R:3 method="wB97M-V/def2-TZVPD" total_charge=-2 lumo_energy_ev="3.833 / 3.833" e_above_lowest_kj_mol=220.7 gap_ev="5.54 / 7.29" s_squared=0.7569 spin_multiplicity=2
Sc -0.010000 0.325200 -0.899900 -0.60 1.21 0.17
C 2.923100 -1.809000 -2.205900 -0.24 0.08 0.07
C 1.420200 -1.956700 -2.463500 0.39 -0.34 0.28
C 1.123800 -3.017800 -3.513300 -0.13 0.08 0.13
O 0.887900 -0.681800 -2.829600 0.11 -0.38 -0.29
C 0.758600 -2.398500 -1.137000 0.94 -1.34 -0.90
O 1.076700 -3.466800 -0.631100 -0.01 0.27 -0.31
O -0.092800 -1.585200 -0.647800 -0.47 -0.10 0.58
H 3.427000 -1.501200 -3.120000 0.01 0.06 -0.10
H 3.329400 -2.757900 -1.866400 0.04 -0.11 0.03
H 3.091400 -1.050400 -1.439900 0.09 -0.01 -0.05
H 1.638300 -2.786100 -4.443600 0.03 0.05 -0.12
H 0.052000 -3.063200 -3.699400 -0.04 -0.07 -0.10
H 1.451800 -3.984500 -3.140000 0.08 -0.03 0.03
H 0.465900 -0.764600 -3.739100 -0.07 0.40 0.66
N -1.695000 3.422400 1.166300 -0.06 0.32 0.10
C -2.380200 2.379400 0.590800 0.00 -0.80 -0.59
N -3.703000 2.274200 0.650700 0.62 0.82 0.47
N -3.983600 1.182000 -0.034700 -0.65 -0.51 -0.31
N -2.916900 0.640600 -0.485700 0.11 -0.52 -0.05
N -1.836300 1.373500 -0.123900 -0.88 0.62 0.28
C -0.372900 3.438900 1.468000 0.70 -0.45 0.18
N 0.335400 4.529800 1.723200 -1.04 0.15 -0.32
N 1.558300 4.104800 2.008700 0.56 0.27 0.33
N 1.644000 2.839500 1.943700 0.79 -0.81 -0.06
N 0.435400 2.356100 1.611300 -0.69 1.34 -0.03
H -2.195100 4.290900 1.270800 0.09 -0.09 0.03
Cl -4.109800 0.103100 -3.855400 0.14 0.14 0.14
Ge -2.230600 -0.676200 -2.889900 -0.14 -0.17 -0.67
Cl -2.890800 -2.856100 -2.949900 0.15 0.08 0.14
Cl -0.979700 -0.785600 -5.068900 -0.24 0.00 -0.10
C 4.210700 4.745400 -0.295600 -0.26 -0.27 -0.12
C 3.752900 3.365600 -0.724800 0.61 -0.05 0.38
O 2.512000 3.505500 -1.412000 -0.70 -0.49 -0.43
P 1.867700 2.146300 -2.009300 1.41 1.32 -0.82
O 1.914900 1.070900 -0.960400 -0.10 -0.26 0.32
Te -0.243800 2.610700 -2.896800 0.06 0.12 0.02
O 2.976900 1.684000 -3.107900 -0.50 -0.13 0.60
C 3.074700 2.420600 -4.308900 0.00 0.36 -0.61
C 3.732300 1.562700 -5.376400 -0.17 0.10 0.40
H 5.199900 4.677200 0.149500 0.12 0.04 0.08
H 3.511100 5.142400 0.435000 -0.02 0.07 0.09
H 4.241800 5.411400 -1.155400 0.08 0.09 -0.07
H 3.610900 2.718100 0.146300 0.00 0.06 -0.09
H 4.481400 2.888700 -1.394200 -0.05 0.09 0.07
H 3.658500 3.332900 -4.128200 -0.05 -0.05 0.00
H 2.063400 2.717200 -4.627200 0.26 -0.01 -0.03
H 4.710800 1.224300 -5.041200 0.09 -0.04 -0.01
H 3.845400 2.138700 -6.291000 0.03 0.06 -0.13
H 3.109200 0.697200 -5.579400 -0.05 -0.15 -0.06
F -0.415700 -5.102200 7.720500 0.01 0.07 -0.12
C -0.293700 -4.530700 6.484500 -0.06 0.04 -0.09
C -1.437800 -4.224200 5.769300 0.10 -0.22 0.45
C -1.291600 -3.653500 4.520800 -0.01 0.10 -0.12
C -0.041500 -3.372500 3.980600 0.03 0.23 -0.56
C 1.082000 -3.706100 4.729600 0.00 0.08 -0.09
C 0.969200 -4.280000 5.982600 -0.09 -0.18 0.36
Sb -0.040400 -2.601300 1.922300 0.04 -0.72 1.15
C -1.117200 0.871200 3.388400 -0.06 0.30 0.48
C -0.470500 1.562200 4.414300 -0.02 -0.17 -0.19
C -1.194500 2.058200 5.482900 -0.29 0.14 0.18
C -2.563200 1.875600 5.510900 0.08 -0.09 -0.03
F -3.270700 2.372400 6.567500 0.06 -0.04 -0.15
C -3.229500 1.183600 4.515400 0.03 0.23 0.31
C -2.498200 0.665900 3.467100 0.29 -0.04 -0.08
C 1.999000 -1.889000 2.219700 -0.70 -0.23 -0.27
C 3.058300 -2.325200 1.438500 0.00 0.00 -0.01
C 4.348000 -1.872100 1.669700 0.31 0.16 0.13
C 4.561500 -0.980200 2.700200 -0.04 -0.12 -0.01
F 5.832100 -0.549200 2.951000 -0.17 -0.01 -0.05
C 3.530000 -0.533900 3.504300 0.25 0.08 0.04
C 2.250600 -0.996400 3.254700 0.07 -0.01 -0.03
H -2.410600 -4.431100 6.191600 -0.06 -0.03 0.06
H -2.171700 -3.411900 3.938300 -0.18 0.01 0.04
H 2.063900 -3.513500 4.321200 0.13 0.01 0.03
H 1.841500 -4.534800 6.569500 0.02 -0.03 0.05
H 0.600700 1.695300 4.377100 0.10 0.06 -0.06
H -0.714600 2.604700 6.280700 0.05 0.02 0.09
H -4.299600 1.064700 4.564000 -0.13 -0.04 0.03
H -2.978000 0.094000 2.687700 -0.08 0.00 -0.14
H 2.878900 -3.031800 0.642900 0.01 -0.05 -0.07
H 5.178600 -2.206800 1.065900 0.10 -0.01 -0.05
H 3.734400 0.166000 4.300300 0.03 0.08 0.08
H 1.433000 -0.670400 3.882400 -0.01 0.09 0.07
N -0.460600 0.313300 2.299200 0.40 -0.04 -0.65
C 0.224700 0.909500 1.406300 -0.56 -0.74 0.03